(1)
Molecular formula: C45H83IN3O12P3S
Method: DFT, ωB97M-V/def2-TZVPD

Structure (XYZ):
```
148
Properties=species:S:1:pos:R:3:forces:R:3:mulliken_charge:R:1
C 2.23265 -4.02994 7.77874 0.0 -0.1 -0.4 -0.4297
H 6.46222 -2.27718 9.78880 -0.1 0.0 0.1 0.4867
H 1.72153 -4.89481 5.86708 0.0 0.0 0.0 0.3953
C -0.70132 1.30058 -8.37014 -0.8 0.3 -0.4 0.5822
H 3.16149 2.68785 9.02462 0.0 0.0 0.0 0.4280
C 3.34949 1.62908 2.61347 -0.1 0.0 -0.1 -1.0111
H 5.69394 -1.45440 4.01594 0.2 -0.1 -0.1 0.1604
C -7.99210 -0.65126 -7.07769 -0.1 -0.5 0.6 -0.5999
H -0.61772 -0.08175 5.11731 -0.1 0.1 -0.1 0.4852
H 4.21039 -3.26268 10.30178 -0.2 0.0 -0.2 0.2486
C -0.72962 -2.10305 0.50938 0.1 -0.3 0.0 -0.1901
O 9.06663 -0.35063 6.18180 -1.2 -1.4 2.3 -0.3437
H -6.19486 4.06784 -6.09771 -0.1 0.1 0.1 0.0206
C -7.77164 -3.82897 -5.91079 -0.1 -0.1 0.3 -0.4619
H 10.17456 1.49848 3.55741 0.0 0.0 0.1 0.4178
O 1.23894 -1.52265 7.72222 -2.0 1.3 2.9 -0.8186
H 10.01032 1.41280 5.95841 -0.2 -0.1 0.2 0.3437
O -0.15282 -1.24985 1.50100 -0.3 0.7 -0.2 -0.4801
H 4.33381 1.43984 9.49242 0.0 0.0 0.0 0.2458
C -2.88597 4.06693 -5.77997 -0.6 -0.1 -0.5 -1.3917
H 2.56275 -4.94480 8.27620 0.1 0.1 0.1 0.3399
H 1.65252 -0.61637 -9.44579 -0.1 0.0 0.0 0.3736
C -2.10827 3.08872 -6.62952 0.0 -0.3 -0.3 0.8655
H -0.60918 -1.68188 -0.48806 0.1 0.0 0.0 0.2006
O 3.17709 -1.44921 10.09772 -2.6 0.8 0.1 -0.4199
C -0.12947 -3.49148 0.59244 0.1 -0.1 0.2 -1.2023
H 1.97869 -1.16791 -4.57405 -0.1 0.0 0.0 0.2523
H 4.35414 2.05085 2.67379 0.0 0.0 0.0 0.4299
H -2.30733 1.67050 -9.75507 0.1 0.0 0.1 0.4449
H 4.04510 -0.37918 2.92219 -0.1 -0.1 0.0 -0.4118
C -5.43088 4.55480 -5.48626 0.2 -0.3 0.3 -0.1632
C 3.40852 0.16230 2.22265 0.0 0.1 0.0 0.3914
C 10.67797 -4.33058 4.15236 0.0 0.0 -0.2 -1.1189
N 0.94137 1.04571 -6.63101 0.0 0.0 -0.6 -0.1881
C 3.31843 1.61432 9.13631 -0.1 -0.1 0.1 -1.2809
H 11.92698 -2.99045 5.27153 -0.1 0.1 0.0 0.3310
C 1.06165 0.02072 -8.79021 0.3 -0.5 -0.5 -0.3714
C -8.76191 -1.96847 -7.30855 0.9 0.1 0.0 -0.9166
H -1.80168 -2.15027 0.71298 0.0 0.1 0.1 0.3448
C 4.39612 -2.19332 10.34756 0.5 -0.2 0.3 -0.2977
H 2.77866 2.20738 1.88293 0.0 0.0 0.0 0.3712
I -4.39670 3.54913 -8.69776 0.3 -0.1 0.0 0.0712
H 11.19206 -5.26522 4.38120 0.0 0.0 0.0 0.3802
C -6.02786 5.09751 -4.16487 -0.6 0.7 -0.5 -0.9742
H 1.93364 1.06177 -4.28226 -0.3 0.3 0.0 0.3436
H -4.51341 2.54865 -5.65649 0.1 0.1 -0.2 0.5667
H 8.49604 1.10165 3.96874 0.0 0.1 0.0 0.1652
H 9.57967 -0.15104 3.37645 0.0 0.0 0.0 0.2569
H 4.85271 -0.03885 5.85014 0.0 -0.1 0.0 -0.1522
C 1.25933 0.61683 -3.55069 0.8 -0.3 -0.2 -0.4017
C 5.92705 -0.14724 5.70348 0.1 0.1 0.1 -0.2825
H 2.04217 1.01567 7.49496 0.0 -0.1 0.0 0.3095
H 2.85465 1.75148 3.57719 0.0 0.0 0.0 0.1168
C 1.37986 -0.91285 -3.69640 0.0 0.0 -0.1 -0.9757
C -0.64013 0.73535 3.11621 -0.5 0.1 0.5 -0.3363
H -7.44756 3.02440 -4.82123 0.0 0.0 0.1 -0.1316
C -9.93921 2.50338 -5.79201 0.3 0.3 -0.3 -1.0564
N -0.06355 0.49243 -9.26349 0.4 0.2 0.9 -0.6746
H 1.65017 0.84698 -2.55713 -0.4 0.4 0.0 0.4625
C -8.06266 -4.37877 -4.69543 -0.2 -0.5 1.2 -0.4613
H -0.95137 1.71951 3.47164 0.3 0.1 -0.2 0.3638
H -10.98500 2.58315 -6.10356 0.1 0.1 -0.1 0.4700
H 2.63859 1.24766 9.90885 0.0 0.1 0.0 0.3293
H 10.66974 -3.75067 6.23406 -0.1 0.0 0.0 0.3646
C 9.96545 0.46608 5.41651 0.6 0.6 -0.1 -0.2257
H 1.18400 -3.88410 8.03391 0.0 0.1 0.0 0.3955
H 0.97094 0.41443 4.52062 0.0 0.1 0.0 -0.0856
H -8.24880 2.21237 -7.14061 -0.1 -0.2 -0.2 0.2952
C -4.26620 3.54240 -5.27903 0.0 0.8 0.5 -0.8398
C -2.59177 2.74420 -7.94758 -0.1 0.3 0.5 -0.4688
H -0.41286 -3.97025 1.53156 0.0 0.0 0.0 0.3256
O 7.63369 -1.52244 4.63302 0.4 0.0 0.8 -0.3492
H 5.37262 -2.10773 8.41696 0.0 0.0 0.0 0.1325
C 10.88472 -3.31674 5.25826 0.0 -0.4 -0.2 -0.3595
C 9.52351 0.74093 3.99779 -0.2 -0.3 -0.2 -0.8976
O 3.41881 -0.48461 7.89153 -0.4 0.1 0.6 0.1515
H -9.79839 1.41033 -7.64205 0.4 0.2 -0.3 0.3684
H -7.72751 -0.19950 -8.03779 -0.2 0.1 0.1 0.4875
H -2.33637 4.42724 -4.91590 0.2 -0.1 -0.2 0.4858
C -9.19475 -3.70901 -4.12341 1.1 -0.1 -1.4 -0.6640
H 0.41245 -1.40591 -3.81234 0.0 0.0 0.1 0.2896
O 2.11975 -0.44976 2.28311 0.1 0.5 -0.6 -0.2038
S -0.42586 1.21127 -3.82622 -0.3 0.0 0.3 -0.1691
H -1.54870 0.23961 2.78041 0.2 -0.1 -0.3 0.2522
C 0.02168 -0.03588 4.23374 0.1 -0.3 0.0 -0.5874
H 0.67111 3.09673 -4.92004 0.0 -0.2 0.0 0.5087
C -9.53261 -2.77836 -5.07867 -1.1 0.1 1.6 -0.2385
H -10.06267 4.54871 -5.10960 0.1 0.3 -0.4 0.3739
H -7.93455 5.85476 -4.91181 0.1 0.0 0.1 0.3780
H -7.05420 -0.94690 -6.59586 0.0 0.0 -0.2 0.3274
O 8.30260 -3.30848 6.15795 -0.4 1.7 3.1 -0.8141
C 1.55874 0.27571 -7.49071 0.0 0.2 0.2 -0.3665
P 0.99746 -0.13966 1.11698 -0.8 -5.9 5.0 1.2586
H -6.99145 -4.10883 -6.60030 -0.1 0.3 -0.2 0.3310
H 1.88730 -1.30593 -2.81357 -0.1 -0.1 -0.1 0.2442
C 5.54329 -1.79698 9.44425 0.0 0.0 -0.2 -0.7288
H -8.62709 3.35526 -3.54039 -0.1 -0.2 -0.2 0.5412
H -5.66085 4.58354 -3.27293 -0.1 -0.2 -0.2 0.4283
H -5.09816 5.42272 -6.06135 0.1 -0.2 -0.1 0.6098
H -8.26432 -2.52200 -8.10939 -0.2 0.1 -0.1 0.3749
H -10.37346 -2.11045 -4.95151 0.2 0.2 -0.7 0.3245
H 11.06572 -3.94417 3.20814 0.0 0.0 0.0 0.2952
H 6.29753 0.72335 5.15954 0.0 0.0 -0.1 0.2509
H -4.17707 3.44623 -4.19206 0.1 -0.4 -0.1 0.3720
H 2.26625 -3.20871 5.77752 -0.2 0.0 0.1 0.1096
H 3.83726 0.04179 1.22355 0.0 -0.1 0.0 0.3110
H -0.92035 3.47674 -4.29270 0.0 0.0 -0.1 0.2191
H -9.80177 -1.79291 -7.58955 0.0 -0.1 0.1 0.3270
O 1.59148 -0.87613 -0.04348 0.0 3.6 -1.6 -0.7704
H 3.43505 -4.48681 6.05309 0.0 0.0 0.0 0.2796
C -8.72120 0.32332 -6.13388 0.2 0.7 -0.6 -0.3182
C -1.92577 1.89929 -8.76658 -0.1 -0.2 -0.5 -0.5866
C 2.41745 -4.16375 6.28102 0.2 0.0 -0.1 -0.9235
O 10.08513 -2.15435 5.02527 -0.2 0.5 0.5 -0.3617
H -3.06758 4.95033 -6.40322 0.0 -0.1 0.0 0.6366
H -9.63563 -0.11201 -5.72364 0.1 -0.1 0.0 0.1729
H 5.93944 -2.30595 5.53630 0.0 0.0 0.0 0.2990
H 4.65753 -1.97899 11.38534 -0.3 0.3 0.0 0.3586
H 9.61923 -4.53804 4.00050 0.0 0.0 0.2 0.2857
H -5.71841 6.14590 -4.06663 0.2 -0.2 0.2 0.3229
N -8.68690 -2.82596 -6.13269 -0.3 0.0 -0.5 0.3405
H -0.47716 -4.11493 -0.23276 0.0 0.0 0.0 0.3953
C -9.12723 1.64949 -6.81215 -0.8 -0.4 1.1 -0.5078
C -9.30155 3.89137 -5.53904 -0.3 -1.5 0.9 -0.7876
H -8.87516 4.25825 -6.47541 -0.2 0.4 0.1 0.3678
O 3.03873 -2.96371 8.28631 -0.1 0.2 0.6 -0.4678
H 6.40645 -0.13838 6.68562 -0.1 0.0 0.0 0.3756
H 0.21912 -1.05690 3.91502 0.1 0.0 0.1 0.2281
P 2.39274 -1.50375 8.66334 5.1 -2.7 -4.0 1.0291
H 5.69120 -0.71754 9.44512 0.0 0.0 0.1 0.1646
H 0.95938 -3.45272 0.57119 0.0 0.1 -0.2 0.2860
C -0.35781 2.73635 -4.84759 0.4 -0.5 -0.1 -0.9953
H -9.65340 -3.90694 -3.17038 -0.1 0.1 -0.1 0.4292
C -0.21836 1.59185 -7.09000 0.0 0.1 0.5 0.0573
H -7.90128 5.44519 -3.18334 -0.1 0.2 -0.2 0.3547
H 3.71575 1.33546 7.04392 0.0 -0.1 0.0 0.2496
H -9.95035 1.98227 -4.82780 -0.1 0.0 -0.1 0.4447
H 10.97220 0.05341 5.44673 -0.1 -0.2 0.0 0.2625
C 3.08135 0.90090 7.81678 0.0 0.3 0.0 -0.2569
H -8.09248 0.59008 -5.27835 0.0 -0.2 0.0 0.1301
C -8.20076 3.73810 -4.47081 0.0 1.1 -0.4 -0.1521
C -0.93917 2.48271 -6.22653 0.1 0.3 0.5 0.0135
C 6.24376 -1.42975 4.95668 -0.2 0.1 0.1 -0.4641
O 0.25521 1.00304 2.01453 0.9 1.3 -2.7 -0.4548
P 8.69113 -1.89958 5.84688 1.4 -0.5 -6.6 1.1360
C -7.57081 5.13042 -4.17814 0.5 -1.0 0.4 -0.9854
H -7.56950 -5.19748 -4.18924 0.2 0.1 -0.3 0.3898
H 2.50372 -0.16756 -7.18779 -0.1 0.0 0.0 0.4363
```
Forces are in eV/Å.

Properties
SMILES string = CCSCc1c(CCCCCCCCCCCCn2cccc2)c(I)cc2nccnc12.CCOP(=O)(OCC)OCC.CCOP(=O)(OCC)OCC.CCOP(=O)(OCC)OCC
max |F| = 7.725 eV/A
HOMO = -8.09 eV
electronic energy = -123855.110 eV



(2)
Molecular formula: C8H8N2S
Method: DFT, ωB97M-V/def2-TZVPD

Structure (XYZ):
```
19
Properties=species:S:1:pos:R:3:forces:R:3:mulliken_charge:R:1
H 2.68916 -1.97515 -1.15261 -0.7 1.0 -0.7 0.2939
H 3.15531 -1.02381 1.87011 -0.6 -0.3 -0.4 0.2449
H 2.83806 -0.24654 -0.76731 1.4 1.0 -0.4 0.4422
N -0.15304 0.94795 -0.15029 2.4 1.9 -0.3 -0.0188
C 2.14378 -1.02719 -0.90454 1.2 -1.9 0.9 -1.1544
H -2.95736 2.47257 -0.85154 0.7 -1.3 1.1 0.2754
H 0.90525 0.92952 -0.20758 -2.4 0.0 0.4 0.2113
H 1.47982 -1.19696 2.52290 -1.1 -0.3 0.9 0.3305
C -0.92261 -0.17937 0.08844 0.6 1.4 -0.4 0.3537
C -0.91358 2.11347 -0.47193 3.0 -0.9 0.3 -0.2589
C -3.42802 -0.36994 -0.03663 1.0 0.7 0.8 -0.2043
H -0.27389 3.01889 -0.72650 -1.6 -1.1 0.3 0.3536
C 2.07634 -1.19645 1.66452 1.8 0.5 -0.5 -0.7408
C 1.64500 -1.22250 0.43893 -4.9 0.2 0.8 0.3904
C -2.18848 1.76600 -0.40504 -2.3 2.7 -1.7 -0.7327
N -0.47609 -1.32202 0.31919 2.9 -1.7 0.8 -0.7432
S -4.65906 -1.19612 0.34729 -0.6 -0.5 -0.2 -0.3518
C -2.33128 0.37160 -0.05642 0.0 -1.0 -0.5 0.9246
H 1.37068 -0.66397 -1.52098 -0.7 -0.3 -1.2 0.3844
```
Forces are in eV/Å.

Properties
relative energy (zero: lowest compared OMol25 entry of this formula, charge and spin) = 646.28 kJ/mol
max |F| = 5.008 eV/A
HOMO = -7.26 eV
electronic energy = -22235.343 eV